(1)
Entry from OMol25: a cluster of 2 separate species, C9H24IN2OSi in total (ωB97M-V with the def2-TZVPD basis set).

Values from the calculation:
E_tot = -1128.98811 Ha
net charge = +1
spin multiplicity = 1
HOMO level = -12.0256 eV

Atoms and positions in Å:
N  -0.09  -0.90  -0.73
C  0.30  -1.46  -1.81
C  1.51  -2.32  -1.92
Si  1.85  -3.48  -0.47
C  2.14  -2.67  1.19
C  3.29  -1.66  1.31
C  2.86  -0.27  0.88
I  3.82  0.46  -0.89
H  -0.96  -0.40  -0.91
H  -0.27  -1.31  -2.72
H  2.37  -1.71  -2.19
H  1.35  -2.98  -2.77
H  2.99  -4.34  -0.85
H  0.65  -4.35  -0.35
H  2.33  -3.47  1.91
H  1.21  -2.20  1.51
H  4.18  -1.96  0.77
H  3.58  -1.62  2.35
H  3.12  0.47  1.62
H  1.79  -0.25  0.73
C  -2.01  3.46  1.04
C  -1.16  2.57  0.15
C  -1.91  1.87  -0.99
O  -2.71  0.83  -0.48
C  -4.10  1.11  -0.31
N  -0.60  1.44  0.97
H  -2.72  2.88  1.63
H  -1.39  4.03  1.72
H  -2.57  4.16  0.43
H  -0.31  3.13  -0.25
H  -1.18  1.41  -1.67
H  -2.49  2.60  -1.56
H  -4.44  1.86  -1.03
H  -4.32  1.46  0.71
H  -4.64  0.18  -0.48
H  -0.24  1.75  1.88
H  0.15  0.94  0.48
H  -1.36  0.76  1.11

How is the electron density shared among the atoms? According to natural (NBO), the charges in e are: number 1, N, carries -0.7430; number 2, C, carries 0.2221; number 3, C, carries -0.9431; number 4, Si, carries 1.1347; number 5, C, carries -0.8579; number 6, C, carries -0.4348; number 7, C, carries -0.5126; number 8, I, carries 0.0777; number 9, H, carries 0.3419; number 10, H, carries 0.1635; number 11, H, carries 0.2828; number 12, H, carries 0.2588; number 13, H, carries -0.1578; number 14, H, carries -0.1664; number 15, H, carries 0.2526; number 16, H, carries 0.2289; number 17, H, carries 0.2234; number 18, H, carries 0.2203; number 19, H, carries 0.2214; number 20, H, carries 0.2004; number 21, C, carries -0.6414; number 22, C, carries -0.0684; number 23, C, carries -0.0875; number 24, O, carries -0.5759; number 25, C, carries -0.2496; number 26, N, carries -0.6946; number 27, H, carries 0.2214; number 28, H, carries 0.2361; number 29, H, carries 0.2515; number 30, H, carries 0.2331; number 31, H, carries 0.2024; number 32, H, carries 0.2148; number 33, H, carries 0.1883; number 34, H, carries 0.1780; number 35, H, carries 0.2163; number 36, H, carries 0.4371; number 37, H, carries 0.4680; number 38, H, carries 0.4575

---

(2)
Entry from OMol25: a structure of composition C9H24MnNO12S3 at a distorted geometry (ωB97M-V with the def2-TZVPD basis set).

Values from the calculation:
E_tot = -3659.89640 Ha
net charge = +1
spin multiplicity = 6
HOMO level (alpha / beta) = -12.9756 / -12.9755 eV

Atoms and positions in Å:
Mn  -1.09  3.99  -0.21
N  0.08  0.94  -1.06
O  -0.83  0.37  -1.65
O  1.20  0.52  -0.93
O  -0.17  2.15  -0.62
O  -5.07  -1.72  1.76
S  -3.94  -1.82  0.89
O  -3.18  -3.02  0.82
O  -4.51  -1.42  -0.54
C  -3.68  -1.80  -1.71
C  -4.33  -1.16  -2.93
C  -2.85  -0.34  1.18
H  -3.74  -2.88  -1.79
H  -2.64  -1.50  -1.63
H  -4.19  -1.86  -3.75
H  -3.80  -0.22  -3.13
H  -5.37  -0.84  -2.84
H  -2.90  -0.12  2.24
H  -3.25  0.45  0.54
H  -1.84  -0.48  0.80
O  4.68  2.01  2.59
S  3.45  1.90  3.33
O  3.36  0.77  4.24
O  3.03  3.27  4.10
C  2.21  3.15  5.30
C  3.02  3.35  6.58
C  2.00  1.77  2.21
H  1.60  2.26  5.23
H  1.60  4.05  5.20
H  3.72  4.19  6.56
H  3.64  2.54  6.97
H  2.29  3.53  7.37
H  1.20  1.48  2.90
H  2.24  1.06  1.43
H  1.84  2.77  1.81
O  -1.21  -3.48  -2.94
S  0.20  -3.23  -3.06
O  1.07  -4.31  -3.43
O  0.29  -2.00  -4.14
C  1.61  -1.62  -4.58
C  1.62  -0.10  -4.64
C  0.86  -2.53  -1.56
H  1.78  -2.09  -5.54
H  2.39  -1.84  -3.84
H  0.79  0.30  -5.23
H  2.57  0.33  -4.97
H  1.38  0.40  -3.70
H  1.10  -3.34  -0.87
H  0.12  -2.01  -0.94
H  1.64  -1.81  -1.79

How is the electron density shared among the atoms? According to natural (NBO), the charges in e are: number 1, Mn, carries 1.7830; number 2, N, carries 0.7198; number 3, O, carries -0.3622; number 4, O, carries -0.3329; number 5, O, carries -0.8083; number 6, O, carries -0.9096; number 7, S, carries 2.3754; number 8, O, carries -0.9104; number 9, O, carries -0.7290; number 10, C, carries -0.0762; number 11, C, carries -0.6355; number 12, C, carries -0.8814; number 13, H, carries 0.2175; number 14, H, carries 0.1926; number 15, H, carries 0.2383; number 16, H, carries 0.1917; number 17, H, carries 0.2320; number 18, H, carries 0.2474; number 19, H, carries 0.2192; number 20, H, carries 0.2266; number 21, O, carries -0.8822; number 22, S, carries 2.3392; number 23, O, carries -0.9276; number 24, O, carries -0.7247; number 25, C, carries -0.0697; number 26, C, carries -0.6456; number 27, C, carries -0.8646; number 28, H, carries 0.2015; number 29, H, carries 0.1829; number 30, H, carries 0.2302; number 31, H, carries 0.2361; number 32, H, carries 0.2220; number 33, H, carries 0.2367; number 34, H, carries 0.2658; number 35, H, carries 0.1999; number 36, O, carries -0.9263; number 37, S, carries 2.3649; number 38, O, carries -0.9125; number 39, O, carries -0.7068; number 40, C, carries -0.0814; number 41, C, carries -0.6276; number 42, C, carries -0.9000; number 43, H, carries 0.2109; number 44, H, carries 0.1895; number 45, H, carries 0.2160; number 46, H, carries 0.2245; number 47, H, carries 0.1922; number 48, H, carries 0.2706; number 49, H, carries 0.2414; number 50, H, carries 0.2466

---

(3)
Entry from OMol25: a cluster of 9 separate species, C9H24O15 in total at a distorted geometry (ωB97M-V with the def2-TZVPD basis set).

Values from the calculation:
E_tot = -1485.94458 Ha
net charge = -1
spin multiplicity = 2
HOMO level (alpha / beta) = -0.5483 / -8.3871 eV

Atoms and positions in Å:
O  1.37  0.21  -3.08
H  1.94  0.89  -3.46
H  0.95  -0.20  -3.84
O  3.16  2.50  -1.07
H  4.02  2.92  -1.06
H  3.03  2.23  -1.97
O  -0.39  -0.76  -1.22
H  0.22  -0.66  -1.96
H  -1.25  -0.84  -1.64
O  -1.03  2.91  -2.23
H  -1.46  3.72  -1.96
H  -0.65  2.56  -1.42
O  0.34  1.65  -0.19
H  0.00  0.78  -0.38
H  1.16  1.70  -0.67
O  2.97  2.68  1.57
H  2.15  2.41  1.98
H  2.92  2.34  0.67
C  -2.70  -3.07  0.56
C  -1.73  -2.15  1.33
O  -0.66  -3.07  1.48
C  -1.20  -4.29  1.68
O  -0.53  -5.24  1.97
O  -2.45  -4.28  1.19
H  -2.45  -3.17  -0.49
H  -3.74  -2.77  0.73
H  -2.05  -1.78  2.31
H  -1.50  -1.24  0.78
C  -2.73  1.85  1.53
C  -2.80  3.13  0.74
O  -3.72  2.83  -0.24
C  -4.41  1.70  -0.04
O  -5.31  1.20  -0.71
O  -3.91  1.16  1.10
H  -2.64  2.06  2.60
H  -1.87  1.34  1.10
H  -1.77  3.36  0.45
H  -3.26  3.95  1.28
C  2.65  -1.05  0.02
C  2.51  -2.54  0.32
O  3.84  -3.05  0.40
C  4.68  -2.01  0.41
O  5.88  -2.14  0.58
O  4.05  -0.83  0.22
H  2.18  -0.54  0.86
H  2.33  -0.77  -0.98
H  1.92  -3.00  -0.47
H  1.92  -2.63  1.23

How is the electron density shared among the atoms? According to natural (NBO), the charges in e are: number 1, O, carries -1.3763; number 2, H, carries 0.3470; number 3, H, carries 0.3990; number 4, O, carries -1.0600; number 5, H, carries 0.4814; number 6, H, carries 0.4260; number 7, O, carries -1.0380; number 8, H, carries 0.5017; number 9, H, carries 0.4695; number 10, O, carries -0.9668; number 11, H, carries 0.4478; number 12, H, carries 0.4812; number 13, O, carries -1.0075; number 14, H, carries 0.4954; number 15, H, carries 0.4933; number 16, O, carries -0.9696; number 17, H, carries 0.4587; number 18, H, carries 0.4902; number 19, C, carries -0.0983; number 20, C, carries -0.1077; number 21, O, carries -0.5002; number 22, C, carries 0.9654; number 23, O, carries -0.5713; number 24, O, carries -0.4919; number 25, H, carries 0.1915; number 26, H, carries 0.2025; number 27, H, carries 0.1772; number 28, H, carries 0.2207; number 29, C, carries -0.1078; number 30, C, carries -0.0938; number 31, O, carries -0.4831; number 32, C, carries 0.9807; number 33, O, carries -0.5895; number 34, O, carries -0.5109; number 35, H, carries 0.2043; number 36, H, carries 0.1952; number 37, H, carries 0.2175; number 38, H, carries 0.1724; number 39, C, carries -0.1210; number 40, C, carries -0.1128; number 41, O, carries -0.4799; number 42, C, carries 0.9682; number 43, O, carries -0.6107; number 44, O, carries -0.4818; number 45, H, carries 0.1876; number 46, H, carries 0.2158; number 47, H, carries 0.1959; number 48, H, carries 0.1926

---

(4)
Entry from OMol25: a structure of composition C9H25AlO10S3 at a distorted geometry (ωB97M-V with the def2-TZVPD basis set).

Values from the calculation:
E_tot = -2546.37529 Ha
net charge = +2
relative energy (zero: lowest compared OMol25 entry of this formula, charge and spin) = 1.4326 eV
spin multiplicity = 1
HOMO level = -16.4348 eV

Atoms and positions in Å:
Al  23.27  3.86  -26.20
O  21.73  3.34  -28.40
H  21.22  3.77  -29.12
O  19.03  7.27  -26.69
S  19.44  5.99  -26.19
O  20.84  5.75  -25.89
O  18.58  5.69  -24.84
C  17.78  6.78  -24.27
C  16.86  6.06  -23.28
C  18.74  4.71  -27.23
H  17.23  7.31  -25.05
H  18.46  7.53  -23.86
H  15.91  5.77  -23.72
H  16.63  6.86  -22.57
H  17.37  5.31  -22.69
H  19.26  4.61  -28.17
H  17.71  5.02  -27.37
H  18.76  3.80  -26.63
O  26.03  2.31  -30.45
S  25.04  3.30  -30.16
O  24.81  3.80  -28.81
O  25.52  4.66  -30.96
C  25.81  4.49  -32.38
C  24.86  5.30  -33.21
C  23.54  2.92  -31.04
H  25.73  3.43  -32.64
H  26.88  4.68  -32.47
H  24.96  6.39  -33.16
H  23.79  5.22  -33.00
H  25.05  5.11  -34.27
H  23.05  2.08  -30.54
H  23.81  2.65  -32.05
H  22.88  3.79  -31.06
O  22.96  5.82  -28.21
S  22.43  6.53  -29.37
O  21.78  5.83  -30.45
O  21.58  7.84  -28.89
C  20.35  8.11  -29.58
C  19.76  9.33  -28.88
C  23.91  7.47  -30.05
H  19.62  7.31  -29.39
H  20.37  8.24  -30.66
H  19.69  9.15  -27.81
H  18.79  9.62  -29.29
H  20.50  10.12  -29.01
H  23.49  7.87  -30.98
H  24.78  6.83  -30.13
H  23.99  8.26  -29.31

How is the electron density shared among the atoms? According to natural (NBO), the charges in e are: number 1, Al, carries 1.2972; number 2, O, carries -0.4394; number 3, H, carries 0.4745; number 4, O, carries -0.9159; number 5, S, carries 2.3569; number 6, O, carries -0.9637; number 7, O, carries -0.7030; number 8, C, carries -0.0707; number 9, C, carries -0.6362; number 10, C, carries -0.8640; number 11, H, carries 0.2079; number 12, H, carries 0.2019; number 13, H, carries 0.2323; number 14, H, carries 0.2378; number 15, H, carries 0.2348; number 16, H, carries 0.2260; number 17, H, carries 0.2797; number 18, H, carries 0.2648; number 19, O, carries -0.8461; number 20, S, carries 2.3493; number 21, O, carries -0.9260; number 22, O, carries -0.7008; number 23, C, carries -0.0928; number 24, C, carries -0.6630; number 25, C, carries -0.8943; number 26, H, carries 0.2037; number 27, H, carries 0.2426; number 28, H, carries 0.2276; number 29, H, carries 0.2172; number 30, H, carries 0.2575; number 31, H, carries 0.2684; number 32, H, carries 0.2817; number 33, H, carries 0.2576; number 34, O, carries -0.8240; number 35, S, carries 2.2998; number 36, O, carries -0.8809; number 37, O, carries -0.6531; number 38, C, carries -0.0923; number 39, C, carries -0.6240; number 40, C, carries -0.7537; number 41, H, carries 0.1891; number 42, H, carries 0.2161; number 43, H, carries 0.2442; number 44, H, carries 0.2464; number 45, H, carries 0.2187; number 46, H, carries 0.2643; number 47, H, carries 0.2806; number 48, H, carries 0.2656

---

Q: Which of these has the highest net charge?
A: C9H25AlO10S3